# 1
Computed, not measured: a cluster of 3 separate species, C4H15NO2 in total in a non-equilibrium geometry, with ωB97M-V/def2-TZVPD.

Each line ends with the natural charge from an NBO analysis.
Geometry (Å):
C1 -0.034 -0.638 -2.986  -0.6018
C2 1.014 -0.189 -1.863  -0.3909
C3 0.614 -0.140 -0.408  -0.0683
C4 1.789 -0.081 0.601  -0.6223
N1 -0.421 0.819 -0.140  -0.8700
H1 -0.796 0.154 -3.044  0.1924
H2 -0.630 -1.553 -2.660  0.2074
H3 0.547 -0.757 -3.838  0.2133
H4 1.919 -0.683 -2.080  0.2122
H5 1.245 0.879 -2.164  0.1800
H6 0.167 -1.090 -0.254  0.1817
H7 1.431 0.231 1.601  0.2442
H8 2.577 0.678 0.308  0.1982
H9 2.186 -1.069 0.599  0.2132
H10 -0.165 1.413 0.724  0.4132
H11 -0.665 1.324 -1.076  0.3881
O1 -0.301 0.707 3.056  -0.9770
H12 -0.877 0.278 2.458  0.4957
H13 -0.393 0.250 3.936  0.4796
O2 -2.100 -0.575 1.087  -1.0388
H14 -2.976 -0.717 0.831  0.4618
H15 -1.705 0.168 0.436  0.4881

Results
HOMO level: -9.5 eV
gap between HOMO and LUMO: 10.4622 eV



# 2
Computed, not measured: a cluster of 3 separate species, C4H15NO2S in total in a non-equilibrium geometry, with ωB97M-V/def2-TZVPD.

Each line ends with the natural charge from an NBO analysis.
Geometry (Å):
C1 1.208 -0.050 -1.379  -0.4672
N1 -0.116 0.423 -0.967  -0.1870
C2 -0.625 -0.205 0.269  -0.0903
C3 -1.705 0.705 0.839  -0.5653
S1 -2.068 0.347 2.589  0.0837
C4 -1.246 -1.651 -0.058  -0.5756
H1 1.093 -1.059 -1.744  0.2650
H2 1.561 0.465 -2.277  0.2585
H3 1.937 0.125 -0.593  0.2392
H4 -0.801 0.518 -1.722  0.4168
H5 0.254 -0.409 0.860  0.2476
H6 -1.285 1.721 0.970  0.2596
H7 -2.643 0.666 0.277  0.2463
H8 -2.242 -1.004 2.604  0.1264
H9 -1.546 -2.037 0.903  0.2569
H10 -1.938 -1.497 -0.883  0.2267
H11 -0.462 -2.361 -0.323  0.2323
H12 3.086 -2.041 0.228  0.4699
H13 3.199 -0.524 0.697  0.4581
O1 3.503 -1.423 0.820  -0.9192
H14 0.730 3.555 -0.822  0.4803
H15 -0.162 2.455 -0.271  0.4358
O2 0.268 3.280 -0.015  -0.8985

Results
charge: +1
HOMO level (alpha / beta): -13.4 / -13.1 eV
gap between HOMO and LUMO (alpha / beta): 9.9775 / 4.6068 eV
2S+1: 2



# 3
Computed, not measured: a cluster of 4 separate species, C4H15NO3 in total in a non-equilibrium geometry, with ωB97M-V/def2-TZVPD.

Each line ends with the natural charge from an NBO analysis.
Geometry (Å):
C1 -1.766 -0.897 0.817  -0.5074
C2 -0.529 -0.491 0.480  0.1832
C3 0.659 -0.583 1.446  -0.6758
N1 -0.373 0.205 -0.764  -0.6367
C4 0.557 -0.412 -1.735  -0.4505
H1 -1.872 -1.379 1.777  0.1876
H2 -2.689 -1.016 0.362  0.2089
H3 1.566 0.100 0.969  0.2324
H4 1.079 -1.578 1.277  0.2222
H5 0.226 -0.347 2.455  0.2568
H6 -1.242 0.227 -1.290  0.3602
H7 0.587 -1.535 -1.612  0.2314
H8 1.517 -0.109 -1.342  0.1756
H9 0.357 0.124 -2.641  0.2077
O1 -1.366 3.230 1.335  -0.9792
H10 -2.044 3.364 0.689  0.4823
H11 -0.514 2.876 1.106  0.4974
O2 2.055 2.740 -0.522  -0.9300
H12 1.670 1.963 -0.936  0.4658
H13 1.834 3.360 -1.252  0.4641
O3 0.498 -3.320 -0.354  -0.9408
H14 0.083 -2.678 0.270  0.4752
H15 -0.293 -3.844 -0.534  0.4699

Results
HOMO level: -8.7 eV
gap between HOMO and LUMO: 9.2799 eV



# 4
Computed, not measured: a cluster of 4 separate species, C4H15NO3 in total in a non-equilibrium geometry, with ωB97M-V/def2-TZVPD.

Each line ends with the natural charge from an NBO analysis.
Geometry (Å):
C1 -1.501 0.488 -2.660  -0.6351
C2 -1.732 -0.716 -1.758  -0.2842
C3 -0.857 -1.041 -0.812  -0.0084
N1 -0.930 -2.199 -0.022  -0.6138
C4 0.259 -2.560 0.758  -0.4261
H1 -1.400 1.419 -2.079  0.2083
H2 -0.621 0.396 -3.302  0.2097
H3 -2.364 0.682 -3.274  0.2088
H4 -2.535 -1.354 -2.111  0.1921
H5 -0.046 -0.365 -0.586  0.1917
H6 -1.262 -2.991 -0.557  0.3695
H7 -0.169 -3.010 1.653  0.2083
H8 1.053 -3.100 0.233  0.1772
H9 0.709 -1.645 1.110  0.1997
O1 -1.447 -0.993 4.225  -0.9454
H10 -2.300 -0.535 4.325  0.4727
H11 -1.165 -0.873 3.312  0.4730
O2 2.955 -0.457 0.514  -0.9394
H12 2.949 -1.398 0.712  0.4686
H13 3.457 -0.040 1.227  0.4731
O3 2.459 6.613 -0.665  -0.9265
H14 2.620 6.320 0.242  0.4631
H15 1.869 7.358 -0.484  0.4634

Results
HOMO level: -7.8 eV
gap between HOMO and LUMO: 8.4462 eV



# 5
Computed, not measured: a cluster of 4 separate species, C4H15NO3 in total in a non-equilibrium geometry, with ωB97M-V/def2-TZVPD.

Each line ends with the natural charge from an NBO analysis.
Geometry (Å):
C1 0.716 -2.144 1.073  -0.5304
C2 -0.039 -1.102 0.720  0.0132
N1 -1.371 -1.223 0.478  -0.6042
C3 -1.977 -0.350 -0.618  -0.2097
C4 -1.018 0.146 -1.749  -0.6732
H1 1.506 -2.002 1.756  0.1970
H2 0.580 -3.173 0.961  0.1937
H3 0.198 -0.087 0.711  0.1776
H4 -1.549 -2.275 0.261  0.3645
H5 -2.786 -1.082 -1.077  0.1983
H6 -2.501 0.399 -0.146  0.1811
H7 -0.443 -0.635 -2.166  0.2166
H8 -1.630 0.433 -2.525  0.2161
H9 -0.071 0.715 -1.630  0.2472
O1 2.594 -0.014 -0.457  -0.9289
H10 2.652 0.621 -1.170  0.4689
H11 3.312 -0.556 -0.757  0.4633
O2 -0.165 1.685 2.063  -0.9307
H12 0.190 0.857 2.411  0.4798
H13 -0.969 1.321 1.671  0.4710
O3 1.112 2.760 -0.260  -0.9843
H14 0.874 2.072 0.407  0.4971
H15 0.784 3.635 0.045  0.4759

Results
HOMO level: -8.0 eV
gap between HOMO and LUMO: 8.7873 eV



# 6
Computed, not measured: a cluster of 4 separate species, C4H15NO3 in total in a non-equilibrium geometry, with ωB97M-V/def2-TZVPD.

Each line ends with the natural charge from an NBO analysis.
Geometry (Å):
C1 2.115 -1.050 0.938  -0.6522
C2 0.940 -0.189 0.572  -0.2865
C3 -0.084 -0.627 -0.158  0.2002
C4 -1.303 0.248 -0.556  -0.6532
N1 -0.121 -1.918 -0.747  -0.8208
H1 2.825 -0.444 1.507  0.2198
H2 1.868 -1.924 1.539  0.2102
H3 2.702 -1.308 0.051  0.2109
H4 0.859 0.825 0.925  0.1787
H5 -2.022 -0.495 -0.901  0.1935
H6 -0.985 1.060 -1.178  0.2564
H7 -1.766 0.533 0.391  0.2076
H8 0.238 -2.607 -0.142  0.3673
H9 -1.080 -2.160 -0.935  0.3559
O1 -2.098 -1.349 2.710  -0.9320
H10 -2.180 -2.046 2.053  0.4654
H11 -2.270 -0.524 2.253  0.4689
O2 -0.125 3.052 -0.263  -0.9507
H12 0.086 2.431 0.426  0.4575
H13 0.300 2.694 -1.058  0.4885
O3 0.932 1.444 -2.295  -0.9520
H14 1.877 1.541 -2.472  0.4812
H15 0.726 0.729 -2.904  0.4855

Results
HOMO level: -8.2 eV
gap between HOMO and LUMO: 8.6546 eV



# 7
Computed, not measured: a cluster of 3 separate species, C4H15NO3 in total in a non-equilibrium geometry, with ωB97M-V/def2-TZVPD.

Each line ends with the natural charge from an NBO analysis.
Geometry (Å):
N1 1.600 1.762 -3.856  -0.8341
C1 1.984 1.158 -2.560  -0.2160
C2 1.736 -0.341 -2.366  -0.4196
C3 0.269 -0.646 -2.099  -0.4224
C4 -0.296 -0.489 -0.598  -0.0534
O1 0.737 -0.029 0.209  -0.7325
H1 0.664 2.165 -3.876  0.3515
H2 1.504 0.997 -4.526  0.3418
H3 3.052 1.328 -2.404  0.1797
H4 1.461 1.677 -1.748  0.1886
H5 2.314 -0.630 -1.480  0.2271
H6 2.181 -0.843 -3.251  0.1998
H7 0.143 -1.683 -2.395  0.2091
H8 -0.386 -0.057 -2.742  0.1943
H9 -0.654 -1.408 -0.140  0.1616
H10 -1.151 0.203 -0.770  0.1538
H11 0.473 0.189 1.108  0.4706
O2 -3.536 -1.286 4.768  -0.9690
H12 -3.279 -0.402 4.527  0.4903
H13 -3.208 -1.540 5.628  0.4697
O3 -1.451 0.054 4.573  -0.9383
H14 -1.008 -0.735 4.237  0.4793
H15 -1.263 0.695 3.872  0.4684

Results
HOMO level: -9.2 eV
gap between HOMO and LUMO: 9.2432 eV



# 8
Computed, not measured: a structure of composition C4H15O4 in a non-equilibrium geometry, with ωB97M-V/def2-TZVPD.

Each line ends with the natural charge from an NBO analysis.
Geometry (Å):
C1 0.092 0.488 1.967  0.0192
O1 0.853 1.596 1.754  -0.8351
C2 0.752 -0.769 1.372  -0.4488
C3 0.606 -1.208 -0.120  -0.4109
C4 2.041 -1.772 -0.658  -0.5987
H1 0.053 0.228 3.228  0.0694
H2 -0.811 0.615 1.595  0.1414
H3 0.457 -1.619 2.070  0.1667
H4 1.788 -0.487 1.578  0.2017
H5 0.366 -0.196 -0.871  0.2414
H6 -0.173 -1.976 -0.205  0.1937
H7 1.981 -1.912 -1.699  0.1917
H8 2.226 -2.626 -0.166  0.1803
H9 2.840 -1.013 -0.531  0.1947
H10 -1.289 2.968 0.500  0.4507
H11 0.386 2.190 0.871  0.5041
O2 -0.516 2.724 0.051  -1.0420
H12 -3.497 -0.999 -1.531  0.4517
H13 -2.258 -0.054 -2.142  0.5305
O3 -2.959 -0.828 -2.294  -1.0400
H14 -0.720 1.536 -2.308  0.4381
H15 -0.975 1.924 -0.775  0.4945
O4 -1.243 1.190 -1.687  -1.0943

Results
charge: -1
HOMO level: -5.0 eV
gap between HOMO and LUMO: 8.9127 eV



# 9
Computed, not measured: a structure of composition C4H16AlBr2F2KLiN2O6PS in a non-equilibrium geometry, with ωB97M-V/def2-TZVPD.

Each line ends with the Löwdin charge.
Geometry (Å):
C1 4.562 -2.513 1.262  -0.2534
P1 2.956 -1.860 0.386  0.6344
O1 1.767 -3.134 0.709  -0.5714
Br1 2.372 0.060 1.448  0.3274
H1 4.547 -2.139 2.379  -0.0116
H2 5.520 -2.099 0.727  0.0259
H3 1.807 -3.206 1.727  -0.1206
Li1 0.967 1.178 0.039  0.6284
C2 -3.009 1.601 -3.183  -0.2435
S1 -2.573 0.010 -2.439  0.8546
O2 -1.619 0.284 -1.315  -0.6058
C3 -1.602 -0.592 -3.842  -0.2306
H4 -3.595 2.173 -2.460  0.0533
H5 -2.103 2.156 -3.436  0.0375
H6 -3.609 1.432 -4.080  0.0686
H7 -0.783 0.099 -4.054  0.0711
H8 -2.248 -0.689 -4.718  -0.0073
H9 -1.192 -1.572 -3.585  0.0597
Al1 0.091 -3.818 1.913  0.9726
C4 2.176 -0.061 5.071  -0.4448
O3 1.661 1.028 4.520  -0.3364
H10 2.326 -0.052 6.164  0.0732
H11 1.615 -1.003 4.949  0.0173
H12 3.178 -0.374 4.731  0.0505
F1 3.391 0.195 -1.238  -0.7333
F2 -2.909 -1.689 -5.606  -0.4021
N1 -1.109 3.504 -5.987  -0.5954
O4 -2.086 2.825 -6.343  0.0874
O5 -0.790 4.519 -6.628  0.0870
O6 -0.450 3.167 -4.989  0.0588
N2 -1.109 0.064 4.253  -0.2359
H13 -1.373 0.351 5.203  0.0976
H14 -0.240 0.540 3.981  0.0580
H15 -0.964 -0.952 4.231  -0.0715
H16 -1.857 0.317 3.598  -0.3288
K1 -1.109 -1.522 2.796  0.7126
Br2 -2.609 1.770 3.813  0.2164

Results
HOMO level: -7.9 eV
gap between HOMO and LUMO: 1.5239 eV



Short version: energy relative to the best compared isomer or geometry (same formula, charge and spin) = 142.8; 68.1; 244.1; 156.2; 276.2; 118.1; 150.0; 230.9; 963.6 kJ/mol, in the order given.